[1]
103
Properties=species:S:1:pos:R:3:forces:R:3 method="wB97M-V/def2-TZVPD" total_energy_ev=-57657.8862 molar_mass_g_mol=610.8 smiles="C[C@@H](O)CO[C@@H]1COC(=O)C1.COCCOC.COCCOC.COCCOC.COCCOC.COCCOC" fmax_ev_per_a=9.319 e_homo_ev=-9.130 total_charge=0
C -2.32483 2.98232 -4.28566 -0.1 -0.3 0.5
C -2.41088 1.39189 -4.71548 0.5 0.3 0.7
O -0.99265 0.90234 -4.71527 -2.0 -1.1 0.6
C -3.22626 0.55997 -3.53719 1.6 0.2 0.0
O -4.63104 0.96516 -3.37710 1.2 -0.9 -2.8
C -5.41478 0.76906 -4.60995 -3.8 -0.4 0.0
C -5.61107 2.08042 -5.63016 0.3 0.8 0.1
O -6.42243 3.07407 -4.85288 0.0 -1.7 2.9
C -6.91068 2.44173 -3.58404 -1.1 1.4 3.1
O -7.20513 3.02400 -2.41407 2.0 -3.5 -8.4
C -6.97067 0.82415 -3.99864 0.8 2.3 1.6
H -1.20911 3.28540 -4.02759 -2.3 -0.8 -0.8
H -2.73759 3.68653 -5.13557 0.8 -1.4 1.9
H -2.92561 3.09844 -3.26265 1.1 0.0 -2.4
H -2.85612 1.21470 -5.79778 0.8 0.4 2.3
H -0.98579 -0.03233 -4.34898 -0.1 1.6 -0.7
H -3.09953 -0.60723 -3.72112 -0.5 2.3 0.3
H -2.65074 0.81453 -2.52299 -1.5 -0.5 -2.1
H -5.37291 -0.29268 -5.15116 0.8 2.4 1.1
H -4.64589 2.67332 -5.93821 -1.7 -1.4 0.9
H -6.21043 1.90332 -6.63215 1.2 -0.3 2.2
H -7.09270 0.31125 -2.95374 0.2 0.5 -2.4
H -7.85300 0.68185 -4.76520 2.0 0.1 1.6
C 2.61140 1.80788 0.71388 0.3 0.2 -0.1
O 2.83586 1.62427 -0.67999 -0.5 -0.1 0.1
C 1.72709 0.99396 -1.32826 0.3 0.5 -0.3
C 0.86963 2.01496 -2.08259 -0.3 -0.4 0.5
O 0.21910 2.91461 -1.18084 0.5 0.2 -0.1
C 0.87364 4.17945 -1.11657 -0.3 -0.2 0.2
H 3.36921 2.50017 1.09295 -0.1 -0.1 -0.1
H 1.62322 2.23138 0.91645 0.1 0.0 0.0
H 2.71767 0.85281 1.23218 -0.1 -0.1 0.1
H 1.12388 0.42694 -0.60816 0.0 0.1 0.0
H 2.14190 0.28306 -2.05017 0.0 0.0 0.0
H 0.08227 1.48012 -2.62289 0.1 0.1 0.0
H 1.46894 2.56445 -2.81873 0.0 -0.1 0.1
H 0.65084 4.75477 -2.01779 0.1 0.1 -0.1
H 1.95455 4.07219 -1.00054 0.0 0.0 0.0
H 0.48274 4.72016 -0.24845 0.0 -0.1 -0.1
C 5.41682 -0.81455 -0.72312 -0.2 0.0 -0.3
O 5.42624 -2.15396 -1.20566 0.0 -0.1 0.6
C 5.82410 -3.08917 -0.19867 -0.4 -0.1 -0.5
C 4.61321 -3.81378 0.39746 0.3 0.4 0.4
O 3.78035 -2.91438 1.13445 -0.1 -0.1 -0.5
C 2.62284 -2.52665 0.39809 0.2 0.1 0.3
H 4.87880 -0.19514 -1.44706 0.1 -0.1 0.1
H 4.91344 -0.73230 0.24473 0.0 0.0 -0.1
H 6.44146 -0.44688 -0.63937 0.1 0.1 0.1
H 6.41274 -2.59423 0.58392 -0.2 0.0 0.0
H 6.46926 -3.82727 -0.68608 0.0 0.0 0.0
H 4.97018 -4.56949 1.10413 0.0 0.0 0.0
H 4.03906 -4.32781 -0.38301 0.1 0.1 0.0
H 1.90361 -3.34844 0.38443 -0.1 0.0 -0.1
H 2.87136 -2.23178 -0.62399 0.0 0.0 0.0
H 2.16848 -1.66991 0.90636 0.1 -0.2 0.0
C -2.13051 -3.45980 -2.58935 0.2 0.1 0.2
O -2.25068 -2.45504 -1.58786 -0.3 -0.3 -0.2
C -3.60501 -2.27221 -1.16447 0.4 0.1 0.5
C -3.86862 -2.96938 0.17387 -0.3 -0.3 -0.5
O -3.78314 -4.39128 0.04487 0.4 0.4 0.0
C -2.54466 -4.90258 0.53181 -0.2 -0.2 -0.1
H -1.07197 -3.71903 -2.68693 -0.1 0.1 0.0
H -2.68617 -4.36540 -2.32852 0.0 0.1 0.0
H -2.48617 -3.07025 -3.54530 -0.1 -0.1 -0.2
H -4.30558 -2.61834 -1.93473 0.1 -0.1 0.1
H -3.75589 -1.19566 -1.03459 0.0 0.0 0.0
H -4.88964 -2.73896 0.49376 0.0 0.0 0.0
H -3.18318 -2.60511 0.94878 0.0 0.0 -0.2
H -2.54841 -4.89629 1.62395 0.2 0.0 0.1
H -1.69330 -4.32874 0.15866 0.0 0.0 0.0
H -2.44511 -5.93676 0.18632 -0.1 0.2 0.1
C 0.20375 -3.45234 3.40070 -0.2 0.0 0.0
O -0.20750 -4.80332 3.58148 0.4 0.1 0.2
C 0.86251 -5.63895 4.03282 -0.5 -0.1 0.2
C 0.76414 -5.90460 5.53828 0.5 0.4 -0.2
O 0.97830 -4.70817 6.29222 -0.5 -0.2 -0.2
C -0.24257 -4.14381 6.76483 0.3 0.1 0.0
H -0.69299 -2.83365 3.29922 0.1 -0.2 0.0
H 0.78387 -3.08426 4.25210 0.0 -0.1 -0.1
H 0.79438 -3.36719 2.48637 0.1 0.1 0.0
H 1.83530 -5.20396 3.77134 -0.1 0.0 0.1
H 0.76864 -6.59179 3.50188 0.0 0.0 0.0
H 1.55440 -6.60646 5.82252 0.0 0.0 0.0
H -0.19948 -6.36132 5.79489 0.0 0.1 -0.1
H -0.61814 -4.73165 7.60520 -0.1 0.0 0.0
H -0.99846 -4.09348 5.97778 0.0 -0.1 0.0
H -0.03418 -3.12664 7.11229 0.1 -0.2 0.0
C 3.44898 7.60835 2.02525 0.0 0.1 0.3
O 2.47020 7.49913 3.05337 0.0 -0.4 -0.4
C 1.43995 6.56316 2.72253 0.2 0.1 0.6
C 1.65352 5.22493 3.43682 0.1 0.0 -0.6
O 2.82714 4.56198 2.95843 0.0 0.4 0.4
C 3.92857 4.70537 3.85211 0.0 -0.1 -0.3
H 4.31576 8.13611 2.43439 -0.2 0.0 0.0
H 3.77752 6.62793 1.66785 -0.1 0.0 0.0
H 3.04499 8.18879 1.19340 0.0 0.0 -0.2
H 1.37182 6.42448 1.63624 0.1 -0.1 0.1
H 0.49422 6.99595 3.06441 0.0 0.0 0.0
H 0.80478 4.57030 3.21540 0.0 0.0 0.0
H 1.69764 5.36215 4.52412 0.0 0.1 -0.1
H 3.78631 4.05517 4.71805 0.1 0.0 0.1
H 4.05421 5.73997 4.17946 -0.1 0.0 0.0
H 4.83636 4.39498 3.32450 -0.2 0.0 0.0

[2]
115
Properties=species:S:1:pos:R:3:forces:R:3 method="wB97M-V/def2-TZVPD" total_energy_ev=-119303.1657 multiplicity=9 molar_mass_g_mol=835.7 s2=20.032 fmax_ev_per_a=4.071 e_homo_ev="-10.839 / -12.951" total_charge=+2
Fe -0.70175 -3.41699 -16.65329 -0.1 0.2 -0.7
Al 0.77599 -6.33686 -13.09313 0.8 3.1 -2.1
P 0.46309 -3.39899 -14.63974 1.0 -2.8 2.8
O -0.84035 -2.58119 -14.88235 -0.6 1.5 0.6
O -0.15182 -4.78724 -14.97396 -0.4 -2.4 1.2
O 1.25587 -3.58115 -13.33473 -1.2 1.0 -1.5
O 1.16289 -3.15729 -15.99490 0.9 1.1 -1.1
C -1.93561 -0.94808 -18.28605 1.2 0.8 -0.5
O -1.27831 -1.57489 -17.42848 0.1 -0.6 -0.1
N -1.40844 0.02040 -19.02656 -0.9 -0.2 0.4
C -2.31491 0.93522 -19.70094 -0.4 0.5 -1.4
C -0.00382 0.31590 -19.29569 0.4 0.3 0.3
H -2.98342 -1.16569 -18.50799 -0.1 0.2 0.3
H -3.25495 1.16917 -19.20524 0.1 -0.5 0.4
H -2.53158 0.57282 -20.71060 -0.1 -0.1 0.1
H -1.84155 1.90364 -19.85794 0.3 -0.1 0.3
H 0.74154 -0.34124 -18.86398 -0.5 -0.4 0.1
H 0.15039 0.30820 -20.37488 -0.1 0.1 0.0
H 0.21547 1.31420 -18.91594 0.0 0.0 -0.1
C 2.19242 -6.28721 -16.70161 0.9 -1.4 0.0
O 1.49881 -6.82803 -15.84066 -0.5 0.3 0.7
N 3.10780 -7.00791 -17.37999 0.6 1.1 -0.4
C 4.03609 -6.38484 -18.30064 0.7 -0.4 -1.5
C 3.26766 -8.42777 -17.22079 1.0 -0.9 1.4
H 2.17504 -5.23839 -17.02503 -0.3 0.1 0.4
H 5.09175 -6.57173 -18.08598 -0.2 -0.3 0.6
H 4.00547 -5.31134 -18.48459 -0.8 0.1 0.6
H 3.90793 -6.85607 -19.28056 -0.1 0.1 -0.1
H 2.40960 -8.81708 -16.68315 -0.3 -0.3 -0.6
H 3.63904 -8.97340 -18.08931 -1.1 0.4 -0.7
H 4.11130 -8.72144 -16.57309 0.0 0.8 0.5
C 3.94569 -4.74572 -14.01800 -1.6 0.6 -0.7
O 3.69807 -5.91257 -13.72086 0.2 -0.7 0.2
N 4.65565 -4.29213 -15.06450 0.3 -0.2 0.5
C 4.59180 -2.87382 -15.37841 -0.5 0.2 -0.6
C 5.73524 -5.05447 -15.63779 1.7 -0.3 0.1
H 3.35329 -3.95104 -13.54446 0.2 0.0 0.1
H 3.59734 -2.47434 -15.17218 0.1 -0.1 0.6
H 4.59278 -2.74787 -16.46355 0.6 -0.1 0.0
H 5.38643 -2.29261 -14.91317 0.0 0.1 0.0
H 6.69940 -4.83958 -15.15381 -0.2 0.3 0.4
H 5.65779 -6.13085 -15.49959 -0.7 0.0 -0.2
H 5.99324 -4.77909 -16.65984 -0.8 -0.1 -0.2
C -2.44641 -5.32520 -11.26425 0.5 1.5 -1.0
O -2.14980 -5.51015 -12.45143 0.1 -0.7 0.0
N -2.28225 -4.11459 -10.70367 -0.3 -1.0 1.4
C -1.81131 -2.93296 -11.39883 0.0 -0.4 -0.4
C -2.33543 -4.03287 -9.26546 0.4 1.5 1.7
H -2.91499 -6.06593 -10.61102 0.2 -0.2 0.0
H -0.72394 -2.89572 -11.49228 0.0 -0.2 -0.1
H -2.12896 -2.04310 -10.85868 -0.2 -0.1 0.0
H -2.25469 -2.96693 -12.39227 0.3 0.3 -0.1
H -1.35577 -3.88446 -8.79191 0.3 -0.4 -0.5
H -2.81126 -3.10140 -8.93957 -0.5 -0.2 -0.3
H -2.79815 -4.84027 -8.70272 -0.2 -0.3 -0.7
C -3.46982 2.12561 -14.86019 0.6 0.4 -0.2
O -2.87532 2.30272 -15.90751 -0.1 -0.2 -0.1
N -3.52807 0.96512 -14.18923 -0.6 -0.5 1.3
C -4.35550 0.78595 -12.98408 -0.2 -0.7 -1.2
C -2.94662 -0.28035 -14.62328 -0.3 0.2 -1.1
H -3.95563 2.94329 -14.30945 -0.2 0.0 -0.1
H -3.71212 0.40572 -12.19376 -0.2 0.4 0.4
H -5.07612 -0.00650 -13.22491 0.1 -0.2 0.1
H -5.01882 1.61334 -12.74724 0.7 0.4 0.2
H -3.76655 -0.91924 -14.98397 0.0 -0.3 0.3
H -2.33050 -0.15536 -15.50810 0.2 0.3 0.2
H -2.37025 -0.77978 -13.84731 0.0 0.0 0.1
C 2.70840 -3.82944 -10.77163 1.7 -0.3 -0.2
O 2.22755 -4.92439 -11.04453 -1.2 -0.7 -0.3
N 4.00807 -3.71132 -10.45662 0.9 1.1 -1.1
C 4.63313 -2.43214 -10.12377 -0.4 0.2 0.9
C 5.02138 -4.74699 -10.47932 -0.5 -1.7 1.4
H 2.22814 -2.84319 -10.78663 -0.5 -0.3 0.1
H 5.57177 -2.26004 -10.64826 -0.2 -0.1 -0.5
H 4.91709 -2.45901 -9.06747 -0.1 0.1 0.0
H 3.94781 -1.59759 -10.27217 0.0 -0.1 0.0
H 4.72612 -5.71855 -10.87494 -0.5 0.4 -0.4
H 5.96479 -4.47408 -10.94422 -0.2 0.5 -0.1
H 5.18833 -4.97455 -9.41908 0.6 0.0 -0.1
C 2.58921 0.93521 -10.69124 0.3 1.4 1.9
O 1.88207 1.25661 -9.75033 -0.5 -0.6 -0.6
N 2.33065 0.06148 -11.66584 0.7 -1.5 -0.4
C 3.35230 -0.17747 -12.66932 0.2 0.7 -1.3
C 1.07934 -0.65267 -11.75709 -0.4 0.1 0.8
H 3.57739 1.42324 -10.71917 0.2 -0.3 -0.6
H 3.27085 -1.11285 -13.22392 -0.6 -0.2 0.4
H 4.39037 -0.16084 -12.33643 -0.2 0.2 0.6
H 3.26267 0.61035 -13.42627 0.2 -0.1 -0.2
H 0.39230 -0.09921 -12.40139 -0.2 -0.3 -0.1
H 1.20129 -1.69338 -12.05387 0.2 0.3 -0.7
H 0.64007 -0.74264 -10.76013 0.0 0.5 0.0
C 2.12823 0.12088 -16.98147 -1.3 -0.1 -1.3
O 3.01669 0.23827 -17.80942 0.5 -0.1 0.8
N 1.49994 1.12285 -16.33445 0.5 1.0 0.1
C 0.18450 0.98879 -15.74208 -0.1 0.4 -0.4
C 2.15710 2.42269 -16.27296 0.7 0.1 0.3
H 1.56140 -0.81828 -16.87997 0.3 -0.3 0.3
H -0.45184 0.31619 -16.31061 0.4 -0.7 0.3
H -0.37114 1.91494 -15.90811 0.3 0.2 0.5
H 0.25317 0.74416 -14.68246 -0.4 -0.1 0.1
H 1.53246 3.28372 -16.50712 -0.3 -0.3 -0.3
H 2.56782 2.62499 -15.27881 -0.2 -0.2 0.2
H 3.01918 2.40019 -16.93584 -0.2 0.0 -0.2
C -6.10141 -3.03145 -14.20387 0.4 -0.2 1.8
O -7.23753 -2.74864 -14.42804 0.3 0.0 -0.5
N -5.28442 -3.77944 -15.07619 -0.2 -1.0 -3.1
C -3.91215 -4.07228 -14.85515 0.7 0.9 1.4
C -5.83557 -4.06682 -16.41709 -0.3 -1.0 1.2
H -5.55897 -2.86015 -13.26466 -0.2 0.4 0.1
H -3.64037 -3.59912 -13.91287 0.3 -0.2 0.0
H -3.23519 -3.69215 -15.63730 -0.5 0.4 -0.3
H -3.55485 -5.11108 -14.83722 -0.9 -0.4 0.1
H -5.22372 -3.51455 -17.12674 -0.4 0.1 -0.3
H -5.76626 -5.14068 -16.61876 0.7 0.0 0.0
H -6.91274 -3.92950 -16.37591 0.1 0.9 -0.4